# 1
18
Properties=species:S:1:pos:R:3:lowdin_spin:R:1 method="wB97M-V/def2-TZVPD" lumo_energy_ev="-3.6246 / -7.7234" relative_energy_kcal_mol=80.4 charge=+1 orbital_gap_ha="0.3431 / 0.1913" fmax_ev_per_a=5.9 spin_multiplicity=2
H 3.988 -0.377 -1.194 0.00
H 0.003 1.758 -0.201 0.00
H 1.516 0.806 -2.079 0.01
H -1.291 0.688 1.401 0.01
C -1.894 0.011 0.772 0.31
C 1.093 0.339 -1.182 0.03
C -1.188 0.104 -0.394 0.14
N -0.158 0.947 -0.832 0.36
C 2.152 0.252 -0.091 0.02
H -3.170 -0.934 2.351 0.00
H -3.037 -1.913 0.862 0.01
H -1.444 -0.482 -1.310 0.01
C 3.509 0.224 -0.285 0.01
C -3.001 -0.849 1.171 0.06
H 1.914 0.072 1.005 0.00
H 4.105 0.497 0.481 0.00
H 0.848 -0.816 -1.276 0.00
H -3.945 -0.326 0.802 0.03

=====

# 2
20
Properties=species:S:1:pos:R:3:lowdin_charge:R:1 method="wB97M-V/def2-TZVPD" lumo_energy_ev=-2.6880 relative_energy_kcal_mol=42.1 charge=+1 orbital_gap_ha=0.4395 fmax_ev_per_a=3.9 spin_multiplicity=1
C -1.959 0.020 -0.112 -0.47
H 0.306 -1.501 -1.236 0.15
H 2.403 1.583 -0.671 0.16
H 1.240 0.879 -1.869 0.14
H -3.688 -0.838 0.109 0.13
N -2.719 -1.050 0.077 0.22
N 0.226 1.191 -0.177 0.02
H -0.651 1.392 1.896 0.16
C 1.575 0.835 -0.822 -0.07
C -0.476 -0.040 0.255 -0.29
H -2.343 -1.948 0.477 0.16
H 2.561 -1.116 -0.651 0.11
C 1.834 -0.497 -0.197 -0.18
H 0.357 -2.045 0.598 0.16
O -2.294 1.078 -0.598 0.10
H -0.355 1.753 -0.834 0.19
H 1.133 0.960 1.797 0.17
C 0.112 0.836 1.279 0.06
C 0.452 -1.176 -0.162 -0.08
H 2.285 -0.318 0.839 0.14

=====

# 3
20
Properties=species:S:1:pos:R:3:lowdin_charge:R:1 method="wB97M-V/def2-TZVPD" lumo_energy_ev="-4.0543 / -4.0544" relative_energy_kcal_mol=164.9 charge=+1 orbital_gap_ha="0.3000 / 0.3000" fmax_ev_per_a=5.6 spin_multiplicity=1
H -1.683 1.470 -1.715 0.20
C -0.041 1.130 -0.265 -0.15
H 0.820 1.567 -0.930 0.18
C 1.844 -0.462 0.792 -0.32
H -0.125 1.857 0.543 0.15
H -1.895 0.991 -0.157 0.18
H -1.550 0.239 1.430 0.09
H -0.985 -0.060 -1.437 0.19
C -0.595 -0.367 1.613 -0.02
N -1.266 0.837 -0.996 0.19
C 0.990 -1.372 -0.127 -0.03
H 2.493 -0.019 -1.377 0.14
H 0.860 -2.391 0.327 0.17
H -0.260 -0.408 2.663 0.10
H 3.118 -1.606 -0.679 0.14
C 2.266 -0.883 -0.624 -0.02
N 2.536 -0.667 1.910 0.02
C 0.383 -0.103 0.503 -0.37
H -0.999 -1.431 1.542 0.12
O 2.184 -0.206 3.000 0.03

=====

# 4
22
Properties=species:S:1:pos:R:3:lowdin_spin:R:1 method="wB97M-V/def2-TZVPD" lumo_energy_ev="-0.0100 / -0.7830" relative_energy_kcal_mol=0.0 orbital_gap_ha="0.3012 / 0.3382" fmax_ev_per_a=2.4 spin_multiplicity=2
C -1.715 0.904 -0.258 0.09
C 0.831 0.215 0.597 0.53
H 0.414 1.971 1.768 0.00
N -1.770 0.588 -1.682 0.01
O -2.658 -0.140 -2.082 0.03
H 2.731 -1.169 -1.764 0.00
O -0.877 1.020 -2.397 0.00
H -2.019 -1.720 0.216 0.00
C 1.272 1.438 1.336 0.07
H 1.935 1.159 2.173 0.02
C -0.951 -1.636 0.461 0.00
H -0.389 -2.117 -0.349 0.00
C -0.578 -0.173 0.665 0.07
H -1.354 1.930 -0.147 0.00
C 1.915 -0.612 0.013 0.05
H 1.129 -0.520 -1.893 0.00
N 1.876 -0.874 -1.311 0.02
H -0.934 0.116 1.668 0.01
H -2.707 0.758 0.172 0.00
O 2.812 -1.062 0.735 0.06
H 1.831 2.125 0.688 0.02
H -0.794 -2.200 1.390 0.00

=====

# 5
30
Properties=species:S:1:pos:R:3:lowdin_spin:R:1 method="wB97M-V/def2-TZVPD" lumo_energy_ev="-8.6449 / -10.2711" relative_energy_kcal_mol=15.8 charge=+2 orbital_gap_ha="0.2921 / 0.2323" fmax_ev_per_a=2.3 spin_multiplicity=2
H -1.115 4.307 -0.455 0.00
S -0.201 -3.930 3.863 0.00
N -0.467 -2.163 2.097 0.00
H -1.154 -1.691 4.046 0.00
C 1.688 2.415 -1.886 0.00
P 0.985 -0.130 -0.691 0.01
O -1.559 1.167 0.091 0.02
Pt -1.041 -0.512 1.092 0.62
H 0.052 1.252 -3.511 0.00
H 0.360 -3.172 0.408 0.00
O 0.368 2.659 1.057 0.00
H 2.251 2.727 -1.006 0.00
O 1.032 -0.078 0.826 0.04
P -0.461 2.270 -0.075 0.00
H -0.793 0.261 -2.453 0.00
C -0.697 -2.404 3.375 0.01
H -1.194 1.877 -2.612 0.00
C 0.547 1.511 -1.463 0.00
O -0.204 -1.005 -1.109 0.24
C 0.130 -3.230 1.461 0.00
H 0.813 -5.221 2.044 0.00
C 0.343 -4.281 2.284 0.00
O -1.180 3.437 -0.875 0.00
H 3.104 -0.696 -0.819 0.00
N -0.416 1.210 -2.602 0.00
H 1.312 3.312 -2.381 0.00
C -2.920 -0.919 1.527 0.01
O 2.325 -0.548 -1.376 0.01
H 2.370 1.907 -2.570 0.00
S -4.276 -0.329 1.716 0.02

=====

# 6
20
Properties=species:S:1:pos:R:3:lowdin_charge:R:1 method="wB97M-V/def2-TZVPD" lumo_energy_ev="-5.1629 / -5.1632" relative_energy_kcal_mol=78.7 charge=+1 orbital_gap_ha="0.3045 / 0.3045" fmax_ev_per_a=4.7 spin_multiplicity=1
C -0.776 -0.638 1.272 -0.59
C 1.424 0.554 -1.229 -0.45
H 1.413 2.565 -0.670 0.08
H 0.731 -0.575 -2.710 0.16
H -1.791 -2.014 0.169 0.07
H -0.521 1.258 2.519 -0.08
N 0.368 -0.364 -1.797 0.12
C -1.090 -1.295 0.088 -0.06
C 1.044 1.955 -1.446 -0.03
H -2.065 -0.181 2.983 0.10
H 0.109 2.133 -1.692 0.04
H -2.262 -1.899 2.458 0.14
H 3.242 0.589 -0.636 0.10
C -0.649 -1.035 -1.250 0.00
H -0.823 -1.584 3.193 0.10
H -1.188 -1.586 -2.112 0.18
N 2.501 -0.045 -0.948 0.20
S 0.168 0.790 1.484 0.97
H 1.632 2.372 -2.196 0.09
C -1.467 -1.000 2.519 -0.14